No. 1
Density functional theory data (the ωB97M-V functional and the def2-TZVPD basis) for a cluster of 2 separate species, CNOP in total.

Cartesian coordinates (Å):
1 C 0.8353 -2.4254 0.3640
2 N 1.3196 -1.7595 -0.4409
3 O -1.5675 1.7012 0.3764
4 P -0.5873 2.4836 -0.2995

Charge = 0
E_LUMO (spin up / spin down) = -0.70 / -4.39 eV
HOMO energy (spin up / spin down) = -13.13 / -7.48 eV
Frontier orbital gap (spin up / spin down) = 12.4 / 3.1 eV
Spin multiplicity = 1
Relative energy (zero: lowest compared OMol25 entry of this formula, charge and spin) = 3.6090 eV

---

No. 2
Density functional theory data (the ωB97M-V functional and the def2-TZVPD basis) for an isolated molecule of C4H7Cl2NO2S.

Cartesian coordinates (Å):
1 C 2.4380 -0.6752 -1.0027
2 C 0.2778 0.1352 0.6546
3 C -1.5580 -0.2887 -0.9421
4 C -2.0795 0.5739 1.2637
5 N -1.0118 0.2463 0.3142
6 O 1.1003 -0.3604 -0.5339
7 O 0.8253 0.3357 1.6770
8 S 3.4385 0.7930 -1.1991
9 Cl 3.2456 -1.8263 0.0436
10 Cl 3.5912 1.3198 0.7368
11 H 2.1483 -0.9935 -1.9298
12 H -0.8523 -0.4895 -1.7756
13 H -2.2376 -1.1692 -0.8789
14 H -2.1772 0.6129 -1.2204
15 H -2.9024 -0.0483 1.0966
16 H -1.7707 0.2944 2.3874
17 H -2.4755 1.5398 1.3085

Charge = 0
E_LUMO = 0.19 eV
HOMO energy = -9.11 eV
Frontier orbital gap = 9.3 eV
Spin multiplicity = 1
Relative energy (zero: lowest compared OMol25 entry of this formula, charge and spin) = 0.0000 eV

---

No. 3
Density functional theory data (the ωB97M-V functional and the def2-TZVPD basis) for a structure of composition C6H8F6KN3O18S6.

Cartesian coordinates (Å):
1 K -17.8010 -9.3289 5.5619
2 N -15.5833 -9.2033 3.5666
3 S -15.7605 -9.6305 2.1024
4 O -14.5490 -10.2522 1.5994
5 O -16.4248 -8.7494 1.1663
6 F -16.7696 -10.8420 2.2436
7 S -15.1564 -7.6405 3.3833
8 O -16.2169 -6.6753 3.2645
9 O -13.9260 -7.4738 2.6878
10 F -14.6203 -7.4172 4.8798
11 N -16.6417 -14.5705 5.2151
12 S -15.9279 -14.4989 3.7135
13 O -14.8573 -13.5329 3.6264
14 O -16.6375 -14.9155 2.5308
15 F -14.9942 -15.8126 3.9785
16 S -17.8905 -13.6774 5.0199
17 O -18.9241 -14.1654 4.1546
18 O -17.7430 -12.2171 5.0308
19 F -18.4203 -13.8898 6.5311
20 N -17.3237 -9.6513 8.2146
21 S -15.6455 -9.2416 8.1454
22 O -15.1549 -9.3692 6.7904
23 O -14.8501 -9.6814 9.2485
24 F -15.7046 -7.6490 8.2720
25 S -17.1053 -11.1516 8.5526
26 O -17.2503 -11.5084 9.9408
27 O -16.2636 -11.9295 7.7025
28 F -18.5783 -11.5565 7.9823
29 C -18.8827 -4.4407 4.1480
30 C -19.4098 -5.6942 3.4691
31 O -19.4580 -6.6141 4.5328
32 C -18.7373 -6.1503 5.5803
33 O -18.5025 -6.7936 6.5640
34 O -18.1796 -4.9804 5.2880
35 H -19.6752 -3.7791 4.5012
36 H -18.1633 -3.8875 3.5493
37 H -18.7445 -6.0614 2.6843
38 H -20.3599 -5.4577 2.9850
39 C -20.8750 -11.2605 0.6216
40 C -21.4350 -9.8303 0.3981
41 O -20.6433 -9.0222 1.2630
42 C -19.8148 -9.8050 1.9830
43 O -19.2549 -9.5533 3.0101
44 O -19.7451 -11.0116 1.4234
45 H -20.6978 -11.6806 -0.3670
46 H -21.6139 -11.8802 1.1267
47 H -22.4552 -9.7208 0.7735
48 H -21.3014 -9.4310 -0.6071

Charge = -2
E_LUMO = 3.40 eV
HOMO energy = -4.33 eV
Frontier orbital gap = 7.7 eV
Spin multiplicity = 1

---

No. 4
Density functional theory data (the ωB97M-V functional and the def2-TZVPD basis) for a structure of composition C3H8N2S.

Cartesian coordinates (Å):
1 C 0.7502 1.6307 0.4030
2 C -0.5682 -0.2047 -0.1911
3 C -1.0747 -1.7310 0.3416
4 H 1.1500 2.1378 -0.5882
5 H -0.2249 1.8890 0.9151
6 H 1.5334 1.9335 1.0869
7 H 2.2031 -0.4267 -1.5097
8 H -2.1436 -1.6014 -0.0311
9 H -1.0195 -1.7130 1.5523
10 H -0.3535 -2.8581 0.0164
11 H -1.4739 1.3165 -1.1098
12 N 0.7730 0.0896 0.0141
13 N -1.6223 0.3831 -0.6777
14 S 2.0708 -0.8453 -0.2219

Charge = 0
E_LUMO = 0.66 eV
HOMO energy = -9.16 eV
Frontier orbital gap = 9.8 eV
Spin multiplicity = 1
Relative energy (zero: lowest compared OMol25 entry of this formula, charge and spin) = 4.3510 eV

---

No. 5
Density functional theory data (the ωB97M-V functional and the def2-TZVPD basis) for a cluster of 2 separate species, C3H2BrClF2 in total.

Cartesian coordinates (Å):
1 C 0.2685 -0.0177 -0.1745
2 C 1.4818 0.2028 0.0993
3 C 1.8509 2.7343 0.6311
4 F 1.5955 3.0447 1.9254
5 F 1.0783 3.3989 -0.2591
6 Cl 3.4496 2.8389 0.2775
7 Br 3.2112 -0.3147 0.0069
8 H -0.0570 -0.9918 -0.2324
9 H -0.4244 0.8048 -0.2890

Charge = 0
E_LUMO (spin up / spin down) = -0.11 / -0.15 eV
HOMO energy (spin up / spin down) = -8.83 / -8.38 eV
Frontier orbital gap (spin up / spin down) = 8.7 / 8.2 eV
Spin multiplicity = 1
Relative energy (zero: lowest compared OMol25 entry of this formula, charge and spin) = 3.9844 eV

---

No. 6
Density functional theory data (the ωB97M-V functional and the def2-TZVPD basis) for the ion C4H9N2 with charge +1.

Cartesian coordinates (Å):
1 C 2.9649 -0.3406 -0.2520
2 C 1.8716 -0.0508 0.0530
3 C -0.5146 -1.0099 0.0532
4 C 0.4195 0.1635 0.4582
5 N -1.8479 -0.2685 -0.2184
6 N -0.1056 1.3756 -0.1814
7 H 3.9892 -0.2136 -0.2813
8 H -0.8001 -1.7955 0.7482
9 H -0.0226 -1.5277 -0.7670
10 H 0.2663 0.2453 1.5863
11 H -2.2947 -0.4632 0.6651
12 H -2.3809 -0.6230 -1.0156
13 H -0.4014 1.9894 0.5517
14 H -1.4427 0.6454 -0.4625
15 H 0.2991 1.8738 -0.9374

Charge = +1
E_LUMO (spin up / spin down) = -3.25 / -6.97 eV
HOMO energy (spin up / spin down) = -8.55 / -14.85 eV
Frontier orbital gap (spin up / spin down) = 5.3 / 7.9 eV
Spin multiplicity = 3
Relative energy (zero: lowest compared OMol25 entry of this formula, charge and spin) = 4.8462 eV

---

No. 7
Density functional theory data (the ωB97M-V functional and the def2-TZVPD basis) for a structure of composition C3H18O6.

Cartesian coordinates (Å):
1 O -1.1901 -0.2972 0.6383
2 H -0.2585 -0.3635 0.4164
3 H -1.7092 -0.5418 -0.1313
4 H -1.3648 0.6074 0.9079
5 C 2.6953 0.8322 0.7365
6 C 1.1934 0.5625 0.4406
7 C 0.9829 0.6138 -1.0306
8 O 0.7363 -0.6544 0.9392
9 H 3.0304 1.7734 0.3007
10 H 3.2948 0.1101 0.1822
11 H 3.0496 0.6206 1.7453
12 H 0.5761 1.3228 0.9190
13 H -0.0788 0.4253 -1.1898
14 H 1.6775 -0.0981 -1.4764
15 H 1.2680 1.5881 -1.4276
16 O -2.2800 0.3748 -0.9381
17 H -3.1933 0.6597 -0.9700
18 H -2.0234 0.2882 -1.8561
19 O -1.5402 1.5273 1.2721
20 H -2.2093 1.6882 1.9374
21 H -1.6553 2.2364 0.6395
22 O -1.1071 -1.7038 -1.0048
23 H -0.5456 -2.4379 -0.7559
24 H -1.8208 -2.1049 -1.5008
25 O 0.6834 -2.5576 0.1075
26 H 0.9307 -2.8550 0.9831
27 H 0.8580 -1.6164 0.1156

Charge = 0
E_LUMO = -0.37 eV
HOMO energy = -7.30 eV
Frontier orbital gap = 6.9 eV
Spin multiplicity = 1
Relative energy (zero: lowest compared OMol25 entry of this formula, charge and spin) = 10.0365 eV

---

No. 8
Density functional theory data (the ωB97M-V functional and the def2-TZVPD basis) for an isolated molecule of C5H11NO.

Cartesian coordinates (Å):
1 C -1.7625 -0.4602 -0.1533
2 C -0.4582 0.1218 -0.6664
3 C 0.5012 0.8537 0.3098
4 C 0.2224 0.7297 1.7987
5 N 1.6163 0.0447 -0.2186
6 C 0.7250 -0.8294 -0.9710
7 O 1.0550 -1.0297 -2.3107
8 H -1.6161 -1.2098 0.6327
9 H -2.4003 0.3287 0.2592
10 H -2.3109 -0.9444 -0.9672
11 H 1.1601 -0.1486 -2.6971
12 H -0.6592 0.7354 -1.5535
13 H 0.6337 1.9177 0.0740
14 H -0.6358 1.3513 2.0766
15 H 0.0071 -0.3013 2.0988
16 H 1.0824 1.0803 2.3824
17 H 2.2179 -0.3980 0.4695
18 H 0.6218 -1.8419 -0.5639

Charge = 0
E_LUMO = 1.06 eV
HOMO energy = -9.19 eV
Frontier orbital gap = 10.2 eV
Spin multiplicity = 1
Relative energy (zero: lowest compared OMol25 entry of this formula, charge and spin) = 1.3450 eV